This record from the Open Molecules 2025 dataset describes a cluster of 9 separate species, C15H30F3N3O15 in total at a distorted geometry. The level of theory is ωB97M-V with the def2-TZVPD basis set.

Results
Lowest unoccupied orbital energy (eV): -0.02
Energy relative to the best compared isomer or geometry (same formula, charge and spin) (eV): 0.590
E_HOMO (eV): -8.204
Maximum force (eV Å⁻¹): 2.40

Geometry (Å):
N -0.30 2.84 3.15
H -0.82 1.95 3.28
H 0.28 3.09 3.94
H -0.91 3.60 2.87
H 0.32 2.62 2.35
N 3.04 0.65 2.01
H 3.04 1.12 2.91
H 4.00 0.45 1.73
H 2.54 1.20 1.26
H 2.46 -0.23 2.06
N -0.78 -0.21 0.34
H -1.37 -0.71 -0.32
H -1.37 -0.05 1.21
H -0.58 0.76 -0.01
H 0.15 -0.61 0.53
C -4.07 -0.42 3.24
C -2.89 0.51 3.49
O -2.85 1.20 4.53
O -1.89 0.44 2.70
H -4.10 -0.83 2.23
H -4.95 0.22 3.31
H -4.12 -1.20 4.00
C 2.23 2.38 -1.41
C 1.09 2.39 -0.41
O -0.11 2.22 -0.80
O 1.34 2.38 0.85
H 2.03 1.61 -2.15
H 3.15 2.04 -0.93
H 2.41 3.35 -1.87
C 2.13 -3.54 2.59
C 1.71 -2.09 2.78
O 1.84 -1.59 3.91
O 1.29 -1.40 1.78
H 2.37 -4.03 3.52
H 3.00 -3.60 1.92
H 1.43 -4.12 1.97
C 0.17 -2.88 -4.12
C -1.10 -2.47 -4.86
O -2.02 -2.30 -3.78
C -1.38 -2.21 -2.61
O -1.84 -2.06 -1.53
O -0.06 -2.46 -2.79
F -1.61 -3.42 -5.67
H 1.10 -2.41 -4.42
H 0.17 -3.97 -4.26
H -1.03 -1.55 -5.44
C 2.95 -2.64 -0.97
C 2.54 -1.21 -1.23
O 3.38 -0.89 -2.32
C 4.53 -1.58 -2.19
O 5.51 -1.42 -2.83
O 4.34 -2.54 -1.23
F 2.93 -0.43 -0.18
H 2.42 -3.32 -1.65
H 2.68 -2.99 0.02
H 1.51 -0.97 -1.48
C -2.94 3.79 -0.70
C -4.28 3.60 -1.36
O -4.39 2.20 -1.48
C -3.54 1.66 -0.54
O -3.41 0.51 -0.40
O -2.86 2.63 0.11
F -4.43 4.35 -2.48
H -2.92 4.69 -0.08
H -2.08 3.95 -1.35
H -5.10 3.95 -0.73

Atom charges from the Mulliken analysis, given in e for atoms 1 to 5:
1 N -0.09
2 H 0.27
3 H 0.42
4 H 0.40
5 H 0.19